# 1
76
Properties=species:S:1:pos:R:3 method="wB97M-V/def2-TZVPD" gap_ev=9.8 charge=-1 e_above_lowest_kj_mol=4.7
N 9.3676 -23.5590 28.6396
O 10.5396 -23.2247 28.4705
O 8.4453 -22.7125 28.6990
O 9.0326 -24.7777 28.6620
C 13.3663 -21.1813 28.5600
O 12.4884 -21.5673 27.5385
H 12.8467 -20.5142 29.2615
H 13.8171 -22.0203 29.1029
H 14.2140 -20.6195 28.1612
H 11.6832 -21.9834 27.8884
C 10.0317 -21.0812 25.3250
O 11.3716 -21.0087 24.8972
H 9.4330 -21.4588 24.4931
H 9.9141 -21.8133 26.1283
H 9.5957 -20.1171 25.6017
H 11.9598 -21.0548 25.6647
C 7.7197 -25.9396 31.5356
O 7.8116 -26.1913 32.9208
H 6.6998 -26.0828 31.1707
H 8.0074 -24.9037 31.3067
H 8.4526 -26.5351 30.9929
H 7.2452 -25.5925 33.4133
C 8.4047 -25.6279 25.2098
O 9.5924 -25.5069 25.9701
H 8.0306 -24.6373 24.9414
H 8.5901 -26.1611 24.2782
H 7.6747 -26.2134 25.7745
H 9.3720 -25.2461 26.8773
C 5.2165 -24.7451 28.2677
O 4.0518 -25.1232 28.1622
N 6.2556 -25.5557 28.6305
N 5.6185 -23.4326 28.2879
H 7.2136 -25.1949 28.6203
H 6.1046 -26.5397 28.5000
H 4.9523 -22.7575 27.9612
H 6.6012 -23.2286 28.3803
C 9.8998 -28.7622 28.2557
O 11.1159 -28.6790 28.2609
N 9.2608 -29.9304 27.8724
N 9.0346 -27.7603 28.5990
H 9.9491 -30.6148 27.6073
H 8.2747 -29.9898 27.7543
H 8.0516 -27.9224 28.5317
H 9.3121 -26.7968 28.7200
C 13.1188 -24.7717 30.9622
O 14.0073 -24.5718 30.1245
N 11.9293 -24.1155 30.9814
N 13.3204 -25.6705 31.9539
H 11.2606 -24.3934 31.6733
H 11.6558 -23.5265 30.2124
H 14.1999 -26.1484 31.9304
H 12.5947 -25.8842 32.6098
C 8.3643 -17.8906 28.0005
C 8.6946 -19.2285 28.6236
C 8.6650 -19.1879 30.1436
O 7.5734 -20.0746 28.3110
H 7.4187 -17.4815 28.3441
H 8.3759 -18.0487 26.9207
H 9.1901 -17.2105 28.2368
H 9.6360 -19.6238 28.2295
H 7.6775 -18.8919 30.5192
H 9.2608 -18.3950 30.6165
H 8.7824 -20.1783 30.5824
H 7.8859 -20.9923 28.3422
C 8.6375 -22.2835 32.7233
C 7.2442 -21.6384 32.7416
C 6.2517 -22.3718 31.8462
O 6.7447 -21.6712 34.0901
H 9.2128 -21.9035 33.5652
H 9.0714 -22.0171 31.7516
H 8.6953 -23.3729 32.6731
H 7.3541 -20.5914 32.4475
H 5.2505 -21.9456 31.7992
H 6.1670 -23.4044 32.1881
H 6.6284 -22.3648 30.8221
H 7.1781 -20.9844 34.6023



# 2
83
Properties=species:S:1:pos:R:3 method="wB97M-V/def2-TZVPD" smiles="NC(N)=O.NC(N)=O.NC(N)=O.NC(N)=O.NC(N)=O.OCCO.OCCO.OCCO.OCCO.O" gap_ev=9.7
C 1.3373 -3.0699 0.4886
O 1.1722 -3.4042 -0.6867
N 2.5961 -2.6217 0.8562
N 0.4291 -3.1919 1.5016
H 3.2700 -2.5003 0.0851
H 2.8523 -2.3910 1.8032
H 0.6085 -2.7714 2.3927
H -0.5359 -3.5652 1.2606
C 2.1779 3.3357 -1.6614
O 2.9082 2.5829 -1.0251
N 1.1763 2.8196 -2.3884
N 2.4201 4.7192 -1.6817
H 0.4280 3.4222 -2.7355
H 0.9002 1.8585 -2.0884
H 2.1381 5.1166 -2.5655
H 3.3545 4.9484 -1.4096
C 3.3065 0.7482 2.0463
O 3.4692 0.1505 3.1290
N 4.3269 1.0685 1.2219
N 2.0650 1.1856 1.6173
H 5.2769 0.9167 1.4176
H 4.0287 1.6273 0.4256
H 1.2930 0.5886 1.8310
H 2.0349 1.4561 0.6583
C -2.1932 1.9006 1.0259
O -2.0138 0.6667 1.1931
N -1.3713 2.5654 0.2082
N -3.1109 2.5693 1.7795
H -1.3215 3.5819 0.1461
H -0.9524 2.0123 -0.5458
H -3.2816 3.5053 1.5377
H -3.5630 2.0279 2.4829
C -0.1035 -0.5638 -1.6359
O -0.2412 0.6970 -1.7830
N 0.5622 -1.1363 -2.6354
N -0.6789 -1.2095 -0.6388
H 1.0325 -2.0169 -2.4455
H 0.9798 -0.4833 -3.2479
H -0.9942 -0.6592 0.1931
H -0.4213 -2.2158 -0.5726
C -3.6673 0.5373 4.8548
C -2.9884 -0.7785 4.9210
O -1.8637 -0.7906 3.9667
O -4.3326 0.7625 3.5798
H -2.8921 1.3132 4.9470
H -4.4059 0.6972 5.6448
H -3.6738 -1.5397 4.6445
H -2.4759 -0.9474 5.8845
H -1.7559 -0.0196 3.3363
H -4.6941 -0.0279 3.1773
C -2.6820 2.3680 -4.5190
C -2.3445 1.3011 -5.5005
O -3.4448 1.0239 -6.3488
O -1.6594 2.5458 -3.5382
H -3.6599 2.0593 -3.9642
H -2.8200 3.3283 -5.0820
H -1.9396 0.4620 -4.8995
H -1.4874 1.5213 -6.1863
H -4.2156 0.9046 -5.7571
H -1.2725 1.7181 -3.1507
C -3.7373 -3.2357 1.2441
C -4.3066 -2.0299 0.6259
O -4.2259 -0.9418 1.5018
O -2.3700 -2.9468 1.5772
H -3.7633 -4.0778 0.5236
H -4.1721 -3.4652 2.1811
H -5.3494 -2.1284 0.3035
H -3.6345 -1.7909 -0.2176
H -3.4076 -0.4068 1.4251
H -2.3920 -2.3099 2.3026
C 5.6622 -0.8542 -1.8120
C 6.0324 -2.1184 -1.1386
O 4.9190 -3.0878 -1.3437
O 5.3313 -1.0824 -3.2147
H 6.3675 -0.0532 -1.7200
H 4.7974 -0.4496 -1.3854
H 6.1596 -1.8881 -0.1008
H 6.9728 -2.5948 -1.4197
H 4.6232 -2.9557 -2.2763
H 5.4834 -0.2734 -3.7081
O 1.1945 -0.9267 3.4462
H 2.1098 -0.6194 3.6231
H 0.6195 -0.4727 4.0183